No. 1
{"formula": "C18H53N3O21S4", "method": "ωB97M-V with the def2-TZVPD basis set", "fmax_ev_per_a": 4.0, "homo_ev": -9.80, "multiplicity": 1, "charge": 0, "e_tot_ha": -4054.0754, "homo_lumo_gap_ev": 9.8, "relative_energy_kj_mol": 465.0, "smiles": "CCOS(C)(=O)=O.CCOS(C)(=O)=O.CCOS(C)(=O)=O.CCOS(C)(=O)=O.C[N+](=O)[O-].C[N+](=O)[O-].C[N+](=O)[O-].CO.CO.CO", "symbols": ["C", "C", "O", "S", "C", "O", "O", "H", "H", "H", "H", "H", "H", "H", "H", "C", "C", "O", "S", "C", "O", "O", "H", "H", "H", "H", "H", "H", "H", "H", "C", "C", "O", "S", "C", "O", "O", "H", "H", "H", "H", "H", "H", "H", "H", "C", "C", "O", "S", "C", "O", "O", "H", "H", "H", "H", "H", "H", "H", "H", "C", "N", "O", "O", "H", "H", "H", "C", "N", "O", "O", "H", "H", "H", "C", "N", "O", "O", "H", "H", "H", "C", "O", "H", "H", "H", "H", "C", "O", "H", "H", "H", "H", "C", "O", "H", "H", "H", "H"], "positions_angstrom": [[8.448, 0.593, -4.578], [9.072, 0.499, -3.244], [9.529, 1.670, -2.731], [8.584, 2.911, -2.283], [8.751, 3.925, -3.804], [7.197, 2.483, -2.211], [9.329, 3.633, -1.230], [8.092, -0.379, -4.919], [9.165, 1.000, -5.291], [7.557, 1.220, -4.619], [8.318, 0.219, -2.509], [9.831, -0.283, -3.257], [7.882, 3.654, -4.404], [9.785, 3.771, -4.113], [8.607, 4.900, -3.340], [-5.126, 5.507, 3.513], [-6.628, 5.276, 3.760], [-6.673, 4.433, 4.865], [-7.615, 4.655, 6.166], [-9.264, 4.599, 5.177], [-7.392, 3.543, 7.043], [-7.343, 5.979, 6.604], [-4.576, 6.034, 4.293], [-4.829, 6.150, 2.684], [-4.530, 4.602, 3.401], [-7.219, 6.182, 3.892], [-7.090, 4.877, 2.857], [-10.146, 4.419, 5.792], [-9.350, 3.956, 4.301], [-9.277, 5.666, 4.958], [-3.163, 7.834, -7.163], [-2.381, 7.851, -5.894], [-1.998, 6.493, -5.840], [-2.264, 5.671, -4.403], [-0.805, 6.169, -3.370], [-3.516, 6.131, -3.814], [-2.155, 4.218, -4.661], [-3.929, 7.068, -7.041], [-2.540, 7.370, -7.927], [-3.548, 8.840, -7.332], [-1.543, 8.505, -6.134], [-2.898, 8.164, -4.987], [-0.960, 7.218, -3.118], [0.071, 6.100, -4.015], [-0.620, 5.494, -2.535], [-7.263, -7.980, 2.597], [-6.691, -6.725, 3.225], [-7.494, -5.662, 2.716], [-7.515, -4.286, 3.715], [-5.813, -3.477, 3.173], [-8.567, -3.418, 3.241], [-7.385, -4.746, 5.085], [-7.040, -8.733, 3.353], [-6.840, -8.256, 1.631], [-8.333, -7.914, 2.402], [-7.021, -6.924, 4.245], [-5.612, -6.590, 3.156], [-5.774, -3.896, 2.167], [-4.999, -3.875, 3.779], [-5.971, -2.405, 3.295], [2.018, -8.160, 6.967], [2.717, -8.260, 5.721], [2.302, -7.497, 4.815], [3.589, -9.098, 5.683], [1.767, -9.173, 7.281], [1.182, -7.471, 6.845], [2.684, -7.654, 7.666], [2.451, -1.710, -0.293], [1.909, -0.925, 0.845], [0.699, -0.811, 0.946], [2.667, -0.552, 1.694], [2.075, -2.706, -0.058], [3.541, -1.724, -0.273], [1.984, -1.355, -1.212], [0.240, 0.277, -9.806], [1.221, 0.910, -8.895], [1.601, 2.056, -9.035], [1.600, 0.141, -7.979], [-0.709, 0.812, -9.774], [-0.010, -0.756, -9.565], [0.716, 0.512, -10.758], [3.955, -6.293, -6.020], [4.303, -7.416, -5.231], [3.280, -5.588, -5.533], [4.779, -5.637, -6.303], [3.482, -6.413, -6.995], [3.971, -8.156, -5.744], [-0.614, 1.484, 8.416], [0.341, 1.954, 9.291], [-1.682, 1.667, 8.531], [-0.313, 1.717, 7.395], [-0.540, 0.400, 8.507], [0.088, 2.856, 9.498], [9.298, -4.980, 2.964], [8.442, -5.383, 1.988], [9.924, -4.099, 2.820], [8.536, -4.792, 3.720], [9.845, -5.844, 3.341], [8.139, -6.265, 2.219]], "forces_ev_per_angstrom": [[-0.525, 0.320, -1.418], [-2.457, -2.320, 0.799], [1.893, 3.128, 1.326], [1.164, 1.147, -0.551], [-0.495, -0.357, 2.350], [1.447, 0.205, 0.702], [-1.888, -1.970, -1.830], [0.320, -0.134, -0.009], [0.009, -0.138, -0.246], [0.059, 0.193, 0.292], [-0.255, -0.950, -0.191], [0.432, 0.477, 0.306], [0.630, 0.005, -0.456], [-0.437, 0.105, -0.516], [0.099, 0.287, -0.557], [0.923, 0.826, -0.115], [1.156, 1.463, -1.109], [-0.556, -1.859, 1.644], [-0.483, -1.324, -2.318], [0.561, 1.039, 1.605], [-0.314, 0.597, -0.801], [-0.643, 0.551, 0.345], [-0.692, -0.042, 0.766], [-0.770, -0.151, -0.597], [-0.582, -0.388, -0.136], [0.444, 0.396, 0.519], [0.028, -0.883, 0.145], [0.374, -0.130, 0.429], [0.837, 0.008, 0.194], [-0.276, -0.108, -0.572], [-1.115, -0.191, 0.250], [0.010, 0.500, -0.896], [0.923, -2.465, 2.982], [-0.238, -2.205, 0.007], [-0.463, 0.146, -1.294], [1.724, 0.068, -0.717], [0.153, 3.326, -0.049], [-0.630, 0.490, -0.008], [0.175, 0.810, -0.306], [-0.131, -0.240, -0.724], [0.583, -0.187, 0.814], [-0.154, 0.021, -0.205], [-0.012, -0.188, 0.338], [-0.157, -0.028, -0.195], [-0.671, 0.134, 0.000], [0.797, -0.561, -0.696], [-1.917, -1.103, 0.563], [0.111, 2.741, 1.060], [2.277, -0.092, -0.779], [-2.205, -1.493, 0.574], [0.789, -1.224, 0.497], [-0.637, 0.544, -1.172], [-0.239, -0.576, -0.488], [0.298, -0.036, 0.072], [0.009, 0.199, 0.542], [0.709, 0.844, 0.400], [-0.096, 0.178, -0.222], [0.257, 0.725, -0.132], [-0.291, 0.071, 0.114], [0.142, -0.209, -0.333], [-0.769, 0.828, 1.430], [-0.958, 1.066, -1.855], [1.540, -1.674, 1.116], [0.216, 0.402, -0.907], [-0.059, 0.321, 0.164], [-0.139, -0.517, -0.087], [0.171, -0.422, 0.138], [-0.372, -0.458, 0.067], [-0.896, -0.208, 0.454], [0.037, -0.059, -0.759], [1.186, 0.466, 0.488], [0.083, -0.092, -0.324], [-0.284, 0.352, -0.051], [0.247, -0.002, 0.131], [-0.365, 1.150, -0.902], [0.591, -1.627, 2.981], [-0.573, -0.937, -0.389], [-0.311, 1.564, -1.425], [0.237, 0.417, 0.142], [0.888, 0.163, -0.029], [-0.461, -0.727, -0.369], [-0.145, 1.909, -0.427], [-0.399, 0.313, -0.971], [-0.208, -0.327, 0.652], [0.759, -0.391, 0.413], [-0.158, -1.143, 0.004], [0.148, -0.359, 0.328], [-0.042, -2.199, -1.623], [-0.043, 1.291, 1.317], [0.082, 0.790, 0.606], [-0.285, 0.142, -0.280], [-0.093, -0.213, -0.253], [0.377, 0.189, 0.233], [-0.665, -0.440, 3.151], [-0.783, -0.612, -3.647], [-0.213, -0.239, -0.691], [0.928, 0.938, 1.379], [0.793, 0.258, -0.010], [-0.065, 0.096, -0.186]]}

---

No. 2
{"formula": "C7H10", "method": "ωB97M-V with the def2-TZVPD basis set", "fmax_ev_per_a": 6.6, "homo_ev": -7.72, "multiplicity": 1, "charge": 0, "e_tot_ha": -272.5005, "homo_lumo_gap_ev": 8.5, "relative_energy_kj_mol": 571.1, "symbols": ["C", "C", "C", "C", "C", "C", "C", "H", "H", "H", "H", "H", "H", "H", "H", "H", "H"], "positions_angstrom": [[-0.343, -1.758, 0.101], [0.480, -1.398, 1.209], [-0.412, -0.909, -1.179], [0.731, 0.051, 0.761], [-0.592, -0.151, 0.049], [2.016, 0.394, -0.118], [-1.572, 0.794, 0.763], [-1.079, -2.546, 0.242], [0.419, -0.631, -1.680], [-1.371, -1.008, -1.701], [0.870, 0.809, 1.631], [2.608, -0.501, -0.605], [2.847, 0.798, 0.471], [1.826, 1.096, -0.803], [-2.533, 0.336, 0.732], [-1.624, 1.759, 0.058], [-1.285, 0.948, 1.715]], "forces_ev_per_angstrom": [[-0.246, -0.853, 0.198], [-0.652, 1.187, -0.593], [-3.534, 0.041, 1.938], [3.841, 0.551, -0.062], [1.167, 2.079, 3.197], [1.807, -4.448, 2.323], [-1.502, -0.139, -6.413], [0.120, -0.020, -0.375], [2.509, 0.290, -1.888], [0.633, -0.343, -0.193], [-1.058, -1.410, -1.337], [-1.727, 1.347, 0.588], [-0.493, 0.080, 0.479], [-0.947, 2.621, -2.954], [-1.124, 0.010, 0.137], [0.170, -1.825, 1.940], [1.037, 0.833, 3.013]]}

---

No. 3
{"formula": "C28H45BrCaN2OP2", "method": "ωB97M-V with the def2-TZVPD basis set", "fmax_ev_per_a": 2.6, "homo_ev": -13.79, "multiplicity": 1, "charge": 2, "e_tot_ha": -5212.4900, "homo_lumo_gap_ev": 7.8, "relative_energy_kj_mol": 0.0, "symbols": ["C", "C", "C", "C", "N", "C", "C", "C", "C", "C", "C", "C", "C", "C", "Ca", "P", "H", "H", "H", "H", "H", "H", "H", "H", "C", "C", "H", "H", "H", "H", "H", "C", "C", "H", "H", "H", "H", "H", "C", "C", "H", "H", "H", "H", "H", "Br", "P", "C", "C", "H", "H", "H", "H", "H", "C", "C", "H", "H", "H", "H", "H", "C", "C", "H", "H", "H", "H", "H", "C", "N", "C", "C", "O", "H", "H", "H", "H", "H", "H", "H"], "positions_angstrom": [[1.965, 3.989, -1.020], [0.894, 3.581, -1.839], [1.208, 3.233, -3.163], [2.491, 3.511, -3.654], [3.476, 3.988, -2.895], [3.212, 4.234, -1.610], [-0.452, 3.412, -1.368], [-1.364, 2.834, -0.785], [-2.580, 2.531, -0.114], [-2.884, 1.250, 0.418], [-4.001, 1.076, 1.254], [-4.889, 2.132, 1.382], [-4.713, 3.375, 0.739], [-3.509, 3.561, 0.053], [-0.385, 0.279, 0.896], [2.222, -0.532, -0.523], [0.480, 2.737, -3.793], [1.849, 4.087, 0.055], [2.718, 3.321, -4.700], [4.033, 4.637, -1.018], [-3.285, 4.516, -0.399], [-2.428, 0.346, -0.020], [-5.452, 4.156, 0.781], [-4.237, 0.128, 1.740], [2.849, -2.249, -0.270], [3.967, -2.856, -1.115], [1.949, -2.878, -0.368], [3.142, -2.277, 0.790], [4.089, -3.899, -0.796], [3.738, -2.891, -2.186], [4.939, -2.364, -0.977], [2.439, -0.207, -2.348], [3.801, 0.203, -2.922], [1.713, 0.593, -2.581], [2.072, -1.113, -2.859], [3.692, 0.276, -4.017], [4.116, 1.202, -2.584], [4.604, -0.519, -2.706], [3.489, 0.546, 0.282], [4.951, 0.113, 0.391], [3.104, 0.693, 1.307], [3.423, 1.521, -0.222], [5.472, 0.867, 0.997], [5.079, -0.845, 0.911], [5.464, 0.063, -0.580], [-6.520, 1.814, 2.349], [-1.472, -1.633, -1.606], [-0.553, -2.596, -2.879], [-1.215, -3.864, -3.410], [0.407, -2.849, -2.390], [-0.329, -1.897, -3.702], [-0.495, -4.369, -4.067], [-1.479, -4.566, -2.607], [-2.116, -3.655, -4.006], [-2.590, -2.824, -0.750], [-3.950, -3.144, -1.364], [-2.742, -2.399, 0.259], [-2.002, -3.745, -0.620], [-4.493, -3.799, -0.670], [-4.571, -2.252, -1.515], [-3.873, -3.675, -2.323], [-2.632, -0.530, -2.550], [-3.099, -0.999, -3.928], [-2.097, 0.434, -2.654], [-3.502, -0.341, -1.899], [-3.692, -0.191, -4.381], [-2.263, -1.209, -4.608], [-3.741, -1.891, -3.880], [-0.684, -2.380, 4.656], [-1.273, -1.035, 4.771], [-1.726, -0.481, 6.037], [-1.371, -0.318, 3.672], [-1.042, -0.847, 2.549], [-0.757, -2.864, 5.637], [0.377, -2.288, 4.351], [-1.245, -2.948, 3.891], [-1.142, 0.395, 6.340], [-2.777, -0.173, 5.990], [-1.632, -1.226, 6.820], [-1.717, 0.731, 3.705]], "forces_ev_per_angstrom": [[-0.100, 0.236, -0.278], [0.925, -0.016, -0.733], [0.319, 0.503, 0.023], [-0.344, -0.410, 0.460], [-0.269, 0.395, -0.067], [-0.377, -0.502, 0.074], [-0.069, -2.185, 1.493], [0.903, 0.988, -1.062], [-0.915, -0.674, 0.509], [-0.305, 0.305, 0.011], [0.260, 0.181, -0.568], [-1.109, 0.537, 0.212], [1.149, -1.207, 0.094], [-0.538, 0.177, 0.330], [0.863, -0.023, -1.993], [0.957, 0.258, -0.474], [-0.127, 0.367, -0.095], [-0.143, 0.398, -0.162], [0.065, -0.048, 0.163], [-0.151, -0.189, -0.058], [-0.050, 0.099, 0.007], [-0.129, 0.326, 0.259], [-0.122, 0.044, 0.117], [0.116, 0.179, -0.369], [-0.534, -0.128, 0.281], [0.271, -0.151, -0.108], [0.278, 0.043, 0.148], [-0.171, -0.108, -0.129], [0.036, 0.220, -0.079], [-0.028, 0.164, 0.190], [-0.345, -0.039, -0.059], [-0.632, 0.053, 0.046], [0.216, 0.052, -0.044], [0.173, -0.296, 0.004], [0.060, 0.260, 0.172], [0.119, -0.083, 0.345], [-0.086, -0.374, 0.038], [-0.370, 0.274, -0.086], [-0.176, 0.109, 0.280], [0.344, 0.117, 0.040], [0.169, 0.111, -0.211], [-0.048, -0.136, 0.139], [-0.014, -0.214, -0.195], [-0.124, 0.190, -0.195], [-0.252, -0.024, 0.294], [0.698, 0.197, -0.288], [-0.427, 0.587, 0.337], [0.321, 0.148, 0.270], [0.000, -0.210, -0.311], [-0.289, 0.049, -0.342], [0.047, -0.210, 0.296], [-0.251, 0.012, 0.131], [0.070, 0.195, -0.225], [0.307, -0.037, 0.258], [0.109, 0.022, 0.173], [-0.299, -0.332, -0.026], [0.054, -0.242, -0.245], [-0.153, 0.192, 0.142], [0.054, 0.136, -0.239], [0.197, -0.165, 0.028], [0.038, 0.193, 0.299], [0.263, 0.116, 0.008], [-0.340, 0.084, -0.224], [-0.263, -0.274, 0.020], [0.299, -0.013, -0.201], [0.145, -0.285, 0.021], [-0.197, 0.054, 0.204], [0.266, 0.305, 0.027], [-0.054, -0.129, -0.021], [-0.101, 0.859, -0.892], [-0.272, 0.508, 0.758], [0.416, -1.520, -0.281], [-0.333, 0.788, 1.244], [0.054, 0.092, -0.403], [-0.595, -0.146, 0.167], [0.391, 0.189, 0.475], [0.048, -0.225, -0.147], [0.190, -0.195, -0.101], [0.015, -0.062, -0.057], [-0.101, -0.461, 0.386]]}

---

No. 4
{"formula": "C17H15N4OPdS", "method": "ωB97M-V with the def2-TZVPD basis set", "fmax_ev_per_a": 0.4, "homo_ev": [-9.63, -11.98], "multiplicity": 3, "charge": 1, "e_tot_ha": -1476.8977, "homo_lumo_gap_ev": [7.1, 6.5], "relative_energy_kj_mol": 0.0, "symbols": ["Pd", "C", "C", "N", "N", "C", "O", "C", "C", "C", "C", "C", "C", "C", "C", "C", "C", "C", "N", "H", "H", "H", "H", "H", "H", "H", "H", "H", "H", "H", "H", "S", "C", "C", "N", "C", "H", "H", "H"], "positions_angstrom": [[0.742, -0.691, 0.286], [-1.877, -0.307, -3.051], [-0.873, -0.759, -2.053], [-0.636, -0.039, -0.850], [-1.244, 1.073, -0.556], [-0.767, 1.568, 0.625], [0.161, 0.978, 1.275], [-1.356, 2.806, 1.130], [-0.911, 3.342, 2.342], [-1.467, 4.513, 2.823], [-2.466, 5.155, 2.098], [-2.909, 4.626, 0.893], [-2.357, 3.455, 0.406], [-0.079, -1.889, -2.149], [-0.143, -2.792, -3.237], [0.617, -3.927, -3.228], [1.450, -4.189, -2.130], [1.503, -3.273, -1.097], [0.797, -2.146, -1.091], [-2.347, 0.613, -2.718], [-2.651, -1.066, -3.192], [-1.406, -0.130, -4.021], [-0.131, 2.833, 2.891], [-1.125, 4.929, 3.762], [-2.901, 6.072, 2.475], [-3.685, 5.130, 0.332], [-2.696, 3.035, -0.531], [-0.805, -2.571, -4.063], [0.574, -4.625, -4.056], [2.045, -5.090, -2.078], [2.133, -3.446, -0.235], [3.178, -1.697, 3.943], [4.135, -2.064, 2.577], [3.454, -1.783, 1.445], [2.183, -1.295, 1.660], [1.913, -1.202, 2.939], [5.140, -2.445, 2.677], [3.830, -1.882, 0.438], [0.976, -0.823, 3.320]], "forces_ev_per_angstrom": [[0.067, -0.131, 0.179], [0.073, -0.016, 0.095], [-0.129, 0.329, 0.128], [0.079, -0.215, -0.345], [0.033, 0.115, 0.154], [-0.216, 0.139, -0.131], [0.065, -0.032, 0.036], [0.031, -0.010, 0.031], [0.004, -0.010, -0.024], [0.011, -0.018, 0.000], [0.011, 0.001, 0.023], [-0.026, 0.031, -0.009], [-0.088, 0.026, -0.074], [0.128, -0.124, 0.109], [-0.049, -0.047, -0.110], [0.078, -0.111, -0.017], [-0.011, -0.039, -0.021], [0.032, -0.013, -0.013], [-0.070, -0.055, -0.164], [-0.008, 0.015, 0.005], [0.014, 0.023, 0.012], [-0.008, 0.005, 0.027], [-0.011, 0.014, 0.000], [-0.016, -0.016, -0.044], [0.017, -0.022, -0.003], [0.022, -0.014, 0.018], [0.013, 0.035, 0.055], [0.026, -0.010, 0.041], [-0.015, 0.056, 0.055], [-0.013, 0.051, 0.007], [0.001, 0.001, -0.009], [0.022, -0.057, 0.106], [0.111, -0.008, 0.131], [-0.126, 0.105, -0.133], [-0.050, -0.042, -0.088], [0.141, 0.015, -0.021], [-0.082, 0.036, -0.026], [-0.052, 0.003, 0.039], [-0.009, -0.012, -0.018]]}

---

No. 5
{"formula": "C4H7NO", "method": "ωB97M-V with the def2-TZVPD basis set", "fmax_ev_per_a": 1.9, "homo_ev": -9.41, "multiplicity": 1, "charge": 0, "e_tot_ha": -286.5346, "homo_lumo_gap_ev": 10.3, "relative_energy_kj_mol": 254.7, "smiles": "C1=NOCCC1", "symbols": ["C", "N", "O", "C", "C", "C", "H", "H", "H", "H", "H", "H", "H"], "positions_angstrom": [[1.442, -0.428, 0.182], [1.577, -0.082, -1.044], [0.415, 0.305, -1.728], [-0.612, 0.826, -0.866], [-1.000, -0.219, 0.128], [0.216, -0.457, 0.989], [2.418, -0.711, 0.649], [-1.496, 1.018, -1.470], [-0.219, 1.755, -0.433], [-1.311, -1.112, -0.400], [-1.865, 0.136, 0.740], [0.265, 0.367, 1.695], [0.171, -1.399, 1.558]], "forces_ev_per_angstrom": [[1.792, 0.084, -0.735], [-0.291, -0.303, 0.391], [-0.116, 0.221, 0.227], [0.035, -0.177, -0.755], [-0.686, 0.286, 1.074], [-0.610, -0.409, 0.658], [-0.917, 0.225, -0.401], [0.323, 0.353, -0.458], [-0.264, -0.107, 0.185], [-0.046, -0.172, -0.154], [0.610, -0.322, -0.400], [0.167, 0.012, 0.455], [0.002, 0.311, -0.089]]}